This record from OMol25 describes a structure of composition C14H11GaN2O6. The level of theory is the ωB97M-V functional and the def2-TZVPD basis.

```
34
C14H11GaN2O6 | OMol25 | the ωB97M-V functional and the def2-TZVPD basis
Ga -4.0213 2.3433 5.9310
C 3.8615 0.3937 -1.0434
C 3.4571 -0.3469 -2.2476
C 2.7689 -1.5985 -2.1231
C 2.4364 -2.3045 -3.2372
C 2.7699 -1.7918 -4.5153
C 3.4447 -0.5536 -4.6598
C 3.7815 0.1543 -3.5489
H 4.8516 0.0154 -0.7423
H 3.1897 0.2012 -0.2081
H 3.9757 1.4597 -1.2311
H 2.5309 -1.9611 -1.1315
H 1.9254 -3.2544 -3.1641
H 2.5057 -2.3583 -5.3993
H 3.6846 -0.1881 -5.6485
H 4.2989 1.1015 -3.6261
O -2.6102 -0.7835 6.6785
C -2.0498 -0.3326 5.6069
O -2.4983 0.7594 5.2180
C -0.9782 -1.1111 4.9744
C -0.4756 -2.2378 5.6225
C 0.5297 -2.9476 5.0025
C 1.0489 -2.5828 3.7771
C 0.5169 -1.4595 3.1678
C -0.4899 -0.7065 3.7349
N 1.0574 -1.0525 1.8534
O 0.5218 -0.1267 1.2872
O 2.0083 -1.6776 1.4277
N 1.0785 -4.1495 5.6811
O 1.9506 -4.7469 5.0979
O 0.6021 -4.4224 6.7571
H -0.8385 -2.5689 6.5876
H 1.8420 -3.1584 3.3220
H -0.8804 0.1629 3.2253
```

- energy above the lowest of the compared OMol25 structures with the same formula, charge and spin (eV) = 0.021
- frontier orbital gap (spin up / spin down) (eV) = 6.585 / 6.829
- total charge = +2
- LUMO energy (spin up / spin down) (hartree) = -0.35230 / -0.34390